(1)
This record from the OMol25 dataset describes the molecule CH3FS. The level of theory is the ωB97M-V functional and the def2-TZVPD basis.

The energy relative to the best compared isomer or geometry (same formula, charge and spin) comes out at 0.0 kcal per mole. The calculated total energy is -537.9247 Ha. For the frontier orbital gap, the calculation gives 10.9 eV. The total charge is 0. The lowest unoccupied orbital energy comes out at 0.034 Eh. As for the SMILES: FCS.

Geometry (Å):
S (-1.3195, 0.6193, -0.0604)
F (1.3013, 1.1363, 0.0347)
C (0.3575, 0.1219, -0.3394)
H (0.5588, -0.6437, 0.2682)
H (-1.3445, 0.2442, 1.1438)
H (0.4229, -0.1620, -1.3769)

Force components x, y, z for each atom (eV/Å):
-0.3 0.9 -2.3
-0.8 -0.8 -0.8
-0.2 3.4 -1.1
0.9 -3.1 2.1
-0.2 -0.6 2.4
0.6 0.3 -0.4

These are the natural (NBO) partial charges, in e, on atoms 1 to 2: S 0.01; F -0.38

(2)
This record from the OMol25 dataset describes a structure of composition CH3I2N. The level of theory is the ωB97M-V functional and the def2-TZVPD basis.

The energy relative to the best compared isomer or geometry (same formula, charge and spin) comes out at 45.2 kcal per mole. The calculated total energy is -689.9281 Ha. For the frontier orbital gap, the calculation gives 8.6 eV. The total charge is 0. The lowest unoccupied orbital energy comes out at -0.015 Eh.

Geometry (Å):
I (0.6685, -0.0760, 2.1116)
I (-2.2459, 1.2569, 0.3394)
N (-0.7725, 0.2523, -0.8271)
C (0.7355, -0.5855, 0.1491)
H (0.4646, -1.6471, -0.1041)
H (-0.1909, 0.9857, -1.1347)
H (1.3408, -0.1863, -0.5341)

Force components x, y, z for each atom (eV/Å):
0.5 0.0 0.4
1.1 -0.7 -0.7
0.5 -2.2 2.5
-6.3 -1.6 -0.4
0.4 1.2 0.7
0.6 1.6 -0.6
3.1 1.6 -1.9

These are the natural (NBO) partial charges, in e, on atoms 1 to 2: I 0.23; I 0.23

(3)
This record from the OMol25 dataset describes a structure of composition CH3I2N. The level of theory is the ωB97M-V functional and the def2-TZVPD basis.

The energy relative to the best compared isomer or geometry (same formula, charge and spin) comes out at 20.6 kcal per mole. The calculated total energy is -689.9674 Ha. For the frontier orbital gap, the calculation gives 7.8 eV. The total charge is 0. The lowest unoccupied orbital energy comes out at -0.031 Eh.

Geometry (Å):
I (-1.5697, 1.8111, 0.0433)
I (-1.5905, -1.6963, 0.0408)
N (-0.7251, 0.0545, -0.4736)
C (0.7339, -0.0252, -0.0551)
H (0.8649, -0.3340, 1.0726)
H (1.1964, -0.7817, -0.6448)
H (1.0901, 0.9715, 0.0168)

Force components x, y, z for each atom (eV/Å):
-0.4 0.2 0.3
-0.6 -0.2 0.2
2.0 -0.4 -0.2
-2.1 -0.4 3.3
-0.5 0.1 -1.9
0.7 -0.1 -0.7
0.9 0.8 -1.0

These are the natural (NBO) partial charges, in e, on atoms 1 to 2: I 0.33; I 0.32

(4)
This record from the OMol25 dataset describes a cluster of 2 separate species, CH3I2N in total. The level of theory is the ωB97M-V functional and the def2-TZVPD basis.

As for the expectation value of S²: 2.013. The energy relative to the best compared isomer or geometry (same formula, charge and spin) comes out at 0.0 kcal per mole. The calculated total energy is -689.8490 Ha. For the frontier orbital gap (alpha / beta), the calculation gives 7.2 / 7.6 eV. The total charge is 0. The lowest unoccupied orbital energy (alpha / beta) comes out at -0.032 / -0.066 Eh. As for the multiplicity: 3.

Geometry (Å):
I (3.1646, 1.6845, -0.4232)
I (0.6636, 3.2328, 1.3588)
N (1.2148, 2.2124, -0.1993)
C (-0.0295, 0.0251, 0.0030)
H (0.5616, 0.2994, 0.9163)
H (-1.1189, 0.1024, 0.1095)
H (0.5385, -0.1143, -0.9486)

Force components x, y, z for each atom (eV/Å):
-0.1 0.3 0.2
-0.1 0.8 1.0
0.7 -0.1 -1.3
0.6 -0.2 0.6
-0.7 -0.7 -1.1
0.6 -0.2 -0.5
-1.0 0.0 1.0

These are the natural (NBO) partial charges, in e, on atoms 1 to 2: I 0.35; I 0.44

(5)
This record from the OMol25 dataset describes the ion CH3I2N2 with charge +1. The level of theory is the ωB97M-V functional and the def2-TZVPD basis.

The energy relative to the best compared isomer or geometry (same formula, charge and spin) comes out at 124.4 kcal per mole. The calculated total energy is -744.3258 Ha. For the frontier orbital gap, the calculation gives 6.6 eV. The total charge is +1. The lowest unoccupied orbital energy comes out at -0.252 Eh.

Geometry (Å):
I (-1.9448, 0.4676, -0.7670)
I (-0.9684, 1.7670, 1.6567)
N (0.8674, 1.4220, 1.8369)
N (0.1605, -1.4968, -1.0619)
C (0.0420, -0.2701, -0.7483)
H (1.2998, 2.1994, 1.5215)
H (1.0954, -1.8289, -1.3955)
H (-0.5519, -2.2603, -1.0424)

Force components x, y, z for each atom (eV/Å):
-1.1 -0.3 -0.3
0.1 0.4 0.8
-2.2 -3.5 1.5
0.2 -2.4 -0.7
1.1 0.9 -0.1
2.2 3.5 -1.7
-0.8 0.4 0.9
0.4 1.0 -0.4

These are the natural (NBO) partial charges, in e, on atoms 1 to 2: I 0.30; I 0.96

(6)
This record from the OMol25 dataset describes a cluster of 2 separate species, CH3I2NO in total. The level of theory is the ωB97M-V functional and the def2-TZVPD basis.

The energy relative to the best compared isomer or geometry (same formula, charge and spin) comes out at 43.7 kcal per mole. The calculated total energy is -765.0944 Ha. For the frontier orbital gap, the calculation gives 8.1 eV. The total charge is 0. The lowest unoccupied orbital energy comes out at -0.047 Eh.

Geometry (Å):
I (-2.2599, 0.9879, -0.0236)
I (-1.8602, -2.3817, -0.0294)
O (0.2682, -0.5330, 0.4487)
N (-1.2625, -0.5978, -0.7176)
C (1.1510, 0.4473, 0.1466)
H (2.1688, 0.0285, 0.0093)
H (0.9543, 1.2573, 0.9214)
H (0.8404, 0.7914, -0.7554)

Force components x, y, z for each atom (eV/Å):
-0.6 0.6 0.2
-0.3 -0.4 0.1
-3.1 -2.5 -0.8
3.1 0.1 1.4
0.3 0.6 2.6
-0.3 0.5 0.5
1.3 -0.5 -0.9
-0.5 1.7 -3.1

These are the natural (NBO) partial charges, in e, on atoms 1 to 2: I 0.39; I 0.43

(7)
This record from the OMol25 dataset describes a structure of composition CH3I3Si. The level of theory is the ωB97M-V functional and the def2-TZVPD basis.

The energy relative to the best compared isomer or geometry (same formula, charge and spin) comes out at 104.2 kcal per mole. The calculated total energy is -1222.4273 Ha. For the frontier orbital gap, the calculation gives 8.3 eV. The total charge is 0. The lowest unoccupied orbital energy comes out at -0.031 Eh.

Geometry (Å):
I (1.1680, -0.4757, 3.3320)
I (-2.2654, -0.4901, 2.7122)
I (-0.2027, -3.1410, 1.6295)
Si (-0.0814, -0.1602, 0.1358)
C (-0.2429, -1.0657, 1.8790)
H (1.0587, -0.9183, -0.5050)
H (0.1624, 1.1528, 0.5270)
H (-1.3480, -0.5279, -0.5366)

Force components x, y, z for each atom (eV/Å):
0.4 0.2 0.0
0.8 -0.2 -0.5
0.0 -0.7 -0.2
0.0 -3.2 0.9
-1.2 0.9 -0.2
-0.3 0.7 0.1
0.2 1.8 0.0
0.1 0.4 -0.1

These are the natural (NBO) partial charges, in e, on atoms 1 to 2: I 0.22; I 0.13

(8)
This record from the OMol25 dataset describes the molecule CH3IN4. The level of theory is the ωB97M-V functional and the def2-TZVPD basis.

The energy relative to the best compared isomer or geometry (same formula, charge and spin) comes out at 73.5 kcal per mole. The calculated total energy is -556.4611 Ha. For the frontier orbital gap, the calculation gives 8.9 eV. The total charge is 0. The lowest unoccupied orbital energy comes out at 0.014 Eh.

Geometry (Å):
I (3.5889, 0.3761, 0.0014)
N (-1.2739, -0.3446, -0.2687)
N (-1.3056, 0.7857, -0.8065)
N (-0.3290, -1.0563, 0.1104)
N (0.9371, -0.6818, -0.1169)
C (1.6237, 0.0272, 0.7029)
H (1.1419, 0.5169, 1.4537)
H (-2.1707, -0.7601, -0.1003)
H (-2.2124, 1.1369, -0.9761)

Force components x, y, z for each atom (eV/Å):
-0.5 0.1 0.7
-1.6 0.4 -0.2
2.8 1.9 -0.8
0.1 -1.6 1.7
1.8 1.1 -0.2
-0.2 -2.1 -4.3
-0.6 1.5 2.7
-0.4 -1.0 0.4
-1.3 -0.3 0.0

These are the natural (NBO) partial charges, in e, on atoms 1 to 2: I 0.15; N 0.02

(9)
This record from the OMol25 dataset describes a structure of composition CH3INO. The level of theory is the ωB97M-V functional and the def2-TZVPD basis.

The energy relative to the best compared isomer or geometry (same formula, charge and spin) comes out at 69.1 kcal per mole. The calculated total energy is -467.5373 Ha. For the frontier orbital gap, the calculation gives 6.7 eV. The total charge is -1. The lowest unoccupied orbital energy comes out at 0.125 Eh.

Geometry (Å):
I (2.5064, 0.1223, -0.2138)
O (-1.2236, 1.0421, -0.4317)
N (0.7347, -1.1212, -0.1900)
C (-0.3679, -0.3942, 0.3314)
H (-0.0143, 0.1393, 1.1314)
H (-0.4801, 1.3230, -1.0407)
H (-1.1553, -1.1113, 0.4135)

Force components x, y, z for each atom (eV/Å):
-0.6 -0.4 0.2
2.2 -1.4 -0.6
-1.7 1.5 -0.6
2.5 -0.9 -2.4
-0.3 1.6 2.3
-1.3 -0.4 1.0
-0.8 0.0 0.2

These are the natural (NBO) partial charges, in e, on atoms 1 to 2: I -0.07; O -0.96

(10)
This record from the OMol25 dataset describes a cluster of 2 separate species, CH3IO2 in total. The level of theory is the ωB97M-V functional and the def2-TZVPD basis.

The energy relative to the best compared isomer or geometry (same formula, charge and spin) comes out at 89.3 kcal per mole. The calculated total energy is -487.9346 Ha. For the frontier orbital gap, the calculation gives 8.0 eV. The total charge is 0. The lowest unoccupied orbital energy comes out at -0.008 Eh.

Geometry (Å):
I (-3.1395, 0.0430, 0.3220)
O (-1.7613, -1.2577, 0.0808)
O (-0.1355, 0.9598, 0.5099)
C (0.1723, -0.2152, 0.0827)
H (-0.6586, 1.6755, 0.0043)
H (0.4528, -0.8715, 0.8240)
H (0.2882, -0.3788, -0.8937)

Force components x, y, z for each atom (eV/Å):
-0.1 0.3 0.0
2.2 0.6 -0.2
-0.4 2.0 0.6
-4.2 1.2 1.7
1.1 -2.2 0.2
1.0 -1.2 1.4
0.5 -0.8 -3.7

These are the natural (NBO) partial charges, in e, on atoms 1 to 2: I 0.36; O -0.97